[1]
C4H11NSi | ωB97M-V/def2-TZVPD

Positions of all 17 atoms, in Å:
C  -1.480  -1.054  0.420
C  -1.930  -0.080  -0.383
C  2.127  -1.182  0.557
C  2.005  -0.039  -0.513
N  -3.126  2.531  -0.404
Si  -1.744  1.740  -0.040
H  -1.503  -2.098  0.168
H  -1.060  -0.705  1.373
H  -2.398  -0.395  -1.318
H  2.972  -0.959  1.271
H  1.248  -1.499  1.136
H  2.319  -2.135  -0.009
H  1.960  0.966  0.127
H  1.130  -0.328  -1.052
H  -3.082  3.568  -0.547
H  2.928  -0.037  -1.129
H  -0.366  1.705  0.344

## Properties
- E_LUMO: -0.023 eV
- Orbital gap: 9.5 eV
- F_max: 0.06609 Eh/bohr
- Total charge: 0
- E_tot: -13691.302 eV
- Energy relative to the best compared isomer or geometry (same formula, charge and spin): 77.80 kcal per mole
- SMILES: [H]/N=[SiH]/C=C.CC



[2]
C2H15NO5 | ωB97M-V/def2-TZVPD

Positions of all 23 atoms, in Å:
C  0.606  -2.171  1.275
N  0.390  -0.981  0.488
C  0.270  0.258  1.241
O  -0.444  1.252  0.458
H  1.116  -2.923  0.676
H  -0.274  -2.583  1.785
H  1.263  -1.967  2.129
H  -0.547  -0.977  0.050
H  -0.302  0.191  2.176
H  1.243  0.715  1.453
H  0.262  1.769  0.043
H  2.301  -0.779  -2.088
H  1.443  -0.526  -0.843
O  2.272  -0.248  -1.292
H  1.839  1.438  -1.196
H  2.183  2.850  -0.666
O  1.511  2.199  -0.729
H  -3.169  1.981  -1.256
H  -2.131  1.537  -0.155
O  -3.062  1.456  -0.453
H  -2.616  -0.309  -0.591
H  -1.930  -1.023  -1.701
O  -2.224  -1.160  -0.803

## Properties
- E_LUMO: 0.611 eV
- Orbital gap: 10.0 eV
- F_max: 0.03694 Eh/bohr
- Total charge: 0
- E_tot: -14045.066 eV
- Energy relative to the best compared isomer or geometry (same formula, charge and spin): 8.42 kcal per mole
- SMILES: CNCO.O.O.O.O



Copy entry 1 word for word.
C4H11NSi | ωB97M-V/def2-TZVPD

Positions of all 17 atoms, in Å:
C  -1.480  -1.054  0.420
C  -1.930  -0.080  -0.383
C  2.127  -1.182  0.557
C  2.005  -0.039  -0.513
N  -3.126  2.531  -0.404
Si  -1.744  1.740  -0.040
H  -1.503  -2.098  0.168
H  -1.060  -0.705  1.373
H  -2.398  -0.395  -1.318
H  2.972  -0.959  1.271
H  1.248  -1.499  1.136
H  2.319  -2.135  -0.009
H  1.960  0.966  0.127
H  1.130  -0.328  -1.052
H  -3.082  3.568  -0.547
H  2.928  -0.037  -1.129
H  -0.366  1.705  0.344

## Properties
- E_LUMO: -0.023 eV
- Orbital gap: 9.5 eV
- F_max: 0.06609 Eh/bohr
- Total charge: 0
- E_tot: -13691.302 eV
- Energy relative to the best compared isomer or geometry (same formula, charge and spin): 77.80 kcal per mole
- SMILES: [H]/N=[SiH]/C=C.CC



Which of these has the lowest E_LUMO? C4H11NSi